The following is a quantum chemistry calculation of a molecular structure, C49H45N5O6P2PtS, from OMol25.

Element x y z (Å)
Pt 0.37 -0.25 -0.15
C -2.12 1.98 -1.15
N -1.65 2.94 -0.18
C -0.94 2.55 1.02
P -0.91 0.77 1.43
C -2.64 0.24 1.43
C -3.54 0.94 2.22
C -4.89 0.63 2.19
C -5.34 -0.40 1.37
C -4.44 -1.11 0.58
C -3.09 -0.79 0.61
C -0.42 0.77 3.17
C 0.41 1.77 3.68
C 0.73 1.79 5.02
C 0.24 0.80 5.87
C -0.59 -0.19 5.37
C -0.93 -0.20 4.03
C -1.98 4.30 -0.32
C -3.08 4.71 -1.07
C -3.38 6.06 -1.19
C -2.60 7.02 -0.56
C -1.52 6.62 0.20
C -1.20 5.27 0.32
P -0.75 0.93 -1.81
C 0.27 2.15 -2.66
C 0.10 2.38 -4.03
C 0.77 3.43 -4.64
C 1.59 4.26 -3.90
C 1.74 4.05 -2.53
C 1.09 3.00 -1.91
C -1.51 -0.12 -3.06
C -2.89 -0.29 -3.12
C -3.44 -1.15 -4.06
C -2.62 -1.83 -4.94
C -1.24 -1.67 -4.89
C -0.68 -0.82 -3.94
H -2.47 2.52 -2.03
H -2.93 1.36 -0.79
H -1.38 3.06 1.88
H 0.12 2.84 1.00
H -3.20 1.74 2.87
H -5.59 1.18 2.81
H -6.40 -0.65 1.35
H -4.80 -1.90 -0.06
H -2.39 -1.34 -0.01
H 0.83 2.53 3.03
H 1.38 2.56 5.41
H 0.51 0.80 6.91
H -0.99 -0.95 6.02
H -1.61 -0.96 3.66
H -3.73 3.99 -1.54
H -4.24 6.36 -1.78
H -2.84 8.07 -0.66
H -0.90 7.35 0.70
H -0.33 4.99 0.90
H -0.55 1.74 -4.61
H 0.64 3.59 -5.70
H 2.11 5.08 -4.38
H 2.38 4.70 -1.95
H 1.24 2.83 -0.86
H -3.55 0.23 -2.44
H -4.52 -1.27 -4.11
H -3.06 -2.49 -5.68
H -0.60 -2.20 -5.57
H 0.39 -0.72 -3.89
C 7.48 -2.08 -1.32
C 6.30 -1.70 -0.47
C 6.03 -0.36 -0.21
C 4.93 0.01 0.55
C 4.09 -0.97 1.05
C 4.34 -2.31 0.80
C 5.45 -2.67 0.04
S 2.71 -0.51 2.05
O 2.91 -1.00 3.38
O 2.51 0.91 1.87
N 1.43 -1.29 1.35
C 0.73 -2.28 2.06
C 1.33 -3.21 2.93
C 0.54 -4.18 3.50
C -0.82 -4.24 3.21
C -1.31 -3.29 2.33
N -0.57 -2.33 1.78
H 7.26 -1.93 -2.38
H 7.74 -3.13 -1.19
H 8.36 -1.48 -1.07
H 6.69 0.41 -0.60
H 4.71 1.05 0.74
H 3.68 -3.08 1.19
H 5.65 -3.71 -0.15
H 2.38 -3.15 3.16
H 0.98 -4.90 4.18
H -1.47 -4.98 3.64
H -2.37 -3.28 2.07
O 1.67 -1.02 -1.78
N 2.59 -0.11 -1.70
O 3.52 -0.08 -2.45
O 2.40 0.73 -0.78
O -0.79 -2.10 -1.22
N -0.56 -3.35 -0.88
C -1.60 -4.21 -0.83
C -1.41 -5.53 -0.50
C -0.14 -5.98 -0.19
C 0.92 -5.09 -0.25
C 0.69 -3.77 -0.61
H -2.55 -3.76 -1.08
H -2.27 -6.19 -0.47
H 0.03 -7.01 0.08
H 1.93 -5.39 -0.03
H 1.45 -3.02 -0.68

Values from the calculation:
<S²>: 0.754
Spin multiplicity: 2
Total energy in Ha: -3819.3388
Frontier orbital gap (spin up / spin down) in eV: 7.476 / 5.966
Relative energy (zero: lowest compared OMol25 entry of this formula, charge and spin) in kJ/mol: 14.8
Charge: +1

***

The following is a quantum chemistry calculation of a molecular structure, C49H46BF10IN4O6ScTe, from OMol25.

Element x y z (Å)
Sc 1.45 -0.34 0.97
F -2.67 1.38 1.79
B -1.62 2.15 1.27
F -1.39 3.28 2.05
F -1.93 2.53 -0.06
F -0.44 1.36 1.22
N 5.84 0.41 0.74
C 4.57 0.71 1.09
O 3.72 -0.17 1.12
C 4.27 2.15 1.39
I 5.31 2.82 3.13
H 6.05 -0.55 0.52
H 6.57 1.09 0.83
H 3.21 2.26 1.61
H 4.58 2.79 0.57
C 1.63 3.81 7.22
C 2.34 2.63 7.09
C 2.32 1.91 5.90
C 1.57 2.36 4.81
C 0.86 3.56 4.95
C 0.88 4.27 6.14
C 1.50 1.68 3.49
C 1.73 0.40 3.15
C 2.09 -0.62 4.15
C 1.10 -1.18 4.97
C 1.42 -2.15 5.90
C 2.73 -2.60 6.04
C 3.71 -2.08 5.22
C 3.40 -1.11 4.27
H 1.65 4.37 8.14
H 2.93 2.26 7.92
H 2.89 1.00 5.82
H 0.29 3.92 4.10
H 0.32 5.20 6.21
H 1.14 2.36 2.72
H 0.08 -0.84 4.85
H 0.64 -2.56 6.53
H 2.97 -3.36 6.78
H 4.73 -2.43 5.30
H 4.17 -0.72 3.62
F 2.62 -2.86 1.35
C 2.39 -2.35 0.06
F 1.50 -3.24 -0.53
C 3.70 -2.61 -0.71
F 3.82 -3.87 -1.18
F 4.81 -2.41 0.04
F 3.81 -1.80 -1.78
C -7.09 1.03 -5.37
C -5.83 0.77 -4.59
C -5.82 0.80 -3.20
C -4.66 0.56 -2.46
C -4.74 0.60 -0.96
C -3.48 0.27 -3.14
Te -1.60 -0.11 -1.98
N -0.38 -0.92 -0.35
C -0.78 -1.61 0.67
O 0.00 -1.69 1.70
C -2.05 -2.40 0.74
C -3.19 -1.88 1.34
C -4.33 -2.67 1.45
C -4.32 -3.98 0.98
C -3.17 -4.50 0.39
C -2.04 -3.71 0.27
C -1.35 -2.00 -2.92
C -2.37 -2.95 -3.02
C -3.77 -2.74 -2.52
C -2.08 -4.18 -3.62
C -0.82 -4.49 -4.10
C -0.52 -5.83 -4.71
C 0.18 -3.53 -3.99
C -0.06 -2.29 -3.41
C 1.06 -1.29 -3.33
C -3.45 0.28 -4.54
C -2.18 0.05 -5.32
C -4.63 0.52 -5.24
H -7.95 1.15 -4.70
H -7.31 0.20 -6.05
H -7.01 1.93 -5.97
H -6.75 1.02 -2.67
H -5.69 1.03 -0.64
H -3.94 1.19 -0.51
H -4.67 -0.41 -0.54
H -3.18 -0.86 1.70
H -5.22 -2.26 1.90
H -5.21 -4.59 1.07
H -3.16 -5.51 0.02
H -1.14 -4.09 -0.19
H -3.78 -2.18 -1.58
H -4.25 -3.70 -2.33
H -4.37 -2.18 -3.24
H -2.87 -4.92 -3.68
H -1.39 -6.48 -4.67
H 0.30 -6.33 -4.19
H -0.22 -5.73 -5.76
H 1.18 -3.75 -4.34
H 1.97 -1.70 -3.77
H 1.28 -1.03 -2.29
H 0.81 -0.36 -3.84
H -1.37 0.68 -4.93
H -2.33 0.29 -6.37
H -1.84 -0.98 -5.25
H -4.61 0.52 -6.33
F 4.84 5.27 -2.86
C 4.15 5.19 -1.71
C 3.02 4.47 -1.63
N 2.29 4.37 -0.47
C 1.07 3.52 -0.46
C 1.45 2.16 -1.07
O 1.35 2.03 -2.29
O 1.92 1.31 -0.25
C 2.68 5.03 0.68
O 2.07 5.01 1.72
N 3.87 5.74 0.55
C 4.68 5.91 -0.56
O 5.69 6.57 -0.53
H 2.63 3.91 -2.47
H 0.29 4.00 -1.05
H 0.75 3.43 0.57
H 4.18 6.18 1.41

Values from the calculation:
<S²>: 0.759
Spin multiplicity: 2
Total energy in Ha: -4915.7641
Frontier orbital gap (spin up / spin down) in eV: 6.049 / 6.341
Relative energy (zero: lowest compared OMol25 entry of this formula, charge and spin) in kJ/mol: 90.8
Charge: -2

***

The following is a quantum chemistry calculation of a molecular structure, C49H47BiN8OSeTe in a non-equilibrium geometry, from OMol25.

Element x y z (Å)
Bi -0.83 -1.37 0.74
C -3.48 -3.74 -3.87
C -3.52 -4.83 -3.03
C -2.68 -4.90 -1.90
C -1.79 -3.80 -1.64
C -1.67 -2.77 -2.60
C -2.52 -2.74 -3.70
N -1.31 -3.61 -0.35
N -1.43 -4.74 0.35
C -1.27 -4.58 1.68
C -1.16 -5.76 2.50
C -0.93 -5.63 3.85
C -0.92 -4.33 4.42
C -1.06 -3.23 3.61
N -1.19 -3.31 2.27
H -4.19 -3.65 -4.69
H -4.21 -5.68 -3.19
H -2.69 -5.71 -1.17
H -0.92 -1.99 -2.51
H -2.47 -1.91 -4.40
H -1.14 -6.71 1.96
H -0.77 -6.53 4.51
H -0.75 -4.18 5.47
H -1.15 -2.22 4.02
N 1.36 -2.01 0.07
C 2.57 -2.24 0.42
C 3.35 -1.47 1.50
C 4.07 -2.18 2.50
C 4.50 -1.50 3.61
C 4.45 -0.10 3.63
C 3.98 0.63 2.54
C 3.47 -0.09 1.45
C 3.40 -3.27 -0.30
C 4.80 -3.21 -0.38
C 5.54 -4.12 -1.14
C 4.90 -5.15 -1.82
C 3.52 -5.22 -1.78
C 2.78 -4.32 -1.02
H 4.20 -3.28 2.41
H 4.87 -2.01 4.49
H 4.85 0.47 4.50
H 3.99 1.72 2.48
H 3.12 0.48 0.57
H 5.35 -2.40 0.11
H 6.62 -3.94 -1.27
H 5.46 -5.84 -2.43
H 2.98 -6.01 -2.29
H 1.69 -4.36 -0.99
Se -5.37 -2.92 -0.04
N -6.50 -1.97 1.10
C -5.77 -0.98 1.61
C -6.28 -0.05 2.59
C -5.32 0.71 3.21
C -3.97 0.69 2.76
N -3.40 -0.11 1.86
C -4.30 -0.97 1.24
N -3.88 -1.86 0.34
H -7.35 -0.06 2.89
H -5.52 1.36 4.10
H -3.28 1.39 3.25
C 0.04 1.68 3.64
C -0.01 0.79 2.45
O -0.12 -0.51 2.73
N -0.04 1.22 1.18
Te 1.00 3.07 0.46
C -0.32 4.78 -0.10
C 0.25 5.84 -0.83
C 1.67 5.80 -1.30
C -0.57 6.90 -1.23
C -1.88 7.05 -0.83
C -2.76 8.24 -1.12
C -2.40 5.98 -0.08
C -1.67 4.88 0.34
C -2.33 3.86 1.26
C 1.37 2.12 -1.46
C 0.26 1.72 -2.22
C -1.17 1.99 -1.87
C 0.52 1.10 -3.46
C 1.77 0.78 -3.94
C 1.99 0.17 -5.32
C 2.87 1.19 -3.15
C 2.72 1.86 -1.93
C 3.95 2.41 -1.20
H 0.88 2.36 3.55
H 0.14 1.11 4.56
H -0.89 2.27 3.67
H 2.35 5.60 -0.48
H 1.94 6.80 -1.69
H 1.81 5.05 -2.07
H -0.13 7.62 -1.89
H -2.15 9.07 -1.54
H -3.19 8.63 -0.18
H -3.57 7.99 -1.81
H -3.44 6.04 0.21
H -3.44 4.00 1.26
H -1.99 3.99 2.31
H -2.12 2.83 0.95
H -1.34 1.96 -0.79
H -1.88 1.31 -2.35
H -1.46 2.98 -2.23
H -0.34 0.83 -4.08
H 1.01 -0.01 -5.80
H 2.49 -0.79 -5.20
H 2.60 0.86 -5.90
H 3.91 0.96 -3.43
H 4.81 1.82 -1.46
H 3.84 2.47 -0.13
H 4.17 3.44 -1.59

Values from the calculation:
<S²>: 0.774
Spin multiplicity: 2
Total energy in Ha: -5292.3690
Frontier orbital gap (spin up / spin down) in eV: 4.520 / 5.791
Relative energy (zero: lowest compared OMol25 entry of this formula, charge and spin) in kJ/mol: 0.0
Charge: +1

***

The following is a quantum chemistry calculation of a molecular structure, C49H48AsBrCoN6P, from OMol25.

Element x y z (Å)
Co 0.18 -0.20 0.33
N -2.93 -3.08 0.06
C -1.93 -2.33 0.51
N -1.41 -1.33 -0.14
C -1.88 -1.02 -1.41
N -1.35 -0.07 -2.11
N -0.29 0.46 -1.42
C 0.30 1.51 -1.84
C 1.36 2.00 -0.96
C 2.18 3.07 -1.28
C 3.16 3.44 -0.36
C 3.28 2.73 0.82
C 2.42 1.67 1.06
N 1.47 1.31 0.20
C -3.00 -1.80 -1.95
C -3.56 -1.53 -3.20
C -4.61 -2.29 -3.66
C -5.11 -3.34 -2.88
C -4.57 -3.62 -1.65
C -3.51 -2.84 -1.19
H -3.22 -3.87 0.62
H -1.53 -2.57 1.48
H 0.03 2.01 -2.77
H 2.06 3.59 -2.21
H 3.80 4.28 -0.57
H 4.03 2.99 1.56
H 2.48 1.09 1.97
H -3.16 -0.71 -3.78
H -5.05 -2.08 -4.62
H -5.93 -3.94 -3.25
H -4.95 -4.43 -1.04
C 0.34 -3.18 -2.33
C 0.19 -3.96 -1.05
C -0.61 -5.09 -1.02
C -0.78 -5.83 0.14
C -0.15 -5.44 1.31
C 0.66 -4.31 1.30
C 0.85 -3.57 0.14
P 1.76 -1.98 0.19
C 3.19 -2.18 -0.93
C 3.47 -1.03 -1.69
C 4.50 -0.99 -2.60
C 5.28 -2.12 -2.78
C 5.02 -3.26 -2.05
C 3.98 -3.32 -1.11
C 3.79 -4.62 -0.38
C 2.43 -1.88 1.87
C 3.66 -2.40 2.28
C 4.08 -2.22 3.59
C 3.28 -1.53 4.48
C 2.06 -1.01 4.07
C 1.61 -1.17 2.76
C 0.32 -0.56 2.27
H -0.46 -3.43 -3.03
H 1.30 -3.40 -2.81
H 0.32 -2.10 -2.15
H -1.12 -5.39 -1.93
H -1.41 -6.72 0.12
H -0.26 -6.02 2.22
H 1.17 -4.01 2.21
H 2.84 -0.16 -1.56
H 4.70 -0.09 -3.17
H 6.10 -2.11 -3.49
H 5.63 -4.14 -2.19
H 4.76 -5.02 -0.07
H 3.33 -5.37 -1.04
H 3.16 -4.54 0.50
H 4.30 -2.91 1.57
H 5.04 -2.61 3.90
H 3.61 -1.38 5.50
H 1.45 -0.45 4.77
H 0.18 0.41 2.77
H -0.52 -1.17 2.63
C -4.35 0.96 0.08
As -2.88 1.18 1.36
C -3.50 2.86 2.14
C -3.50 -0.07 2.78
C -4.98 -0.14 3.00
C -5.77 -1.01 2.25
C -7.14 -1.06 2.42
C -7.76 -0.23 3.35
C -6.98 0.64 4.11
C -5.61 0.69 3.93
H -5.30 1.30 0.50
H -4.46 -0.08 -0.22
H -4.12 1.55 -0.81
H -4.52 2.77 2.51
H -3.48 3.62 1.36
H -2.84 3.17 2.94
H -2.97 0.23 3.68
H -3.12 -1.05 2.51
H -5.29 -1.66 1.52
H -7.73 -1.75 1.84
H -8.83 -0.27 3.49
H -7.45 1.29 4.84
H -5.01 1.36 4.54
Br 1.78 6.80 2.26
C 0.58 5.81 1.21
C -0.09 6.39 0.15
C -0.95 5.59 -0.59
C -1.09 4.26 -0.24
N -0.44 3.70 0.77
C 0.37 4.46 1.49
H 0.05 7.44 -0.09
H -1.51 6.00 -1.43
H -1.75 3.61 -0.81
H 0.88 4.00 2.33

Values from the calculation:
<S²>: 0.763
Spin multiplicity: 2
Total energy in Ha: -8758.3236
Frontier orbital gap (spin up / spin down) in eV: 6.290 / 6.974
Relative energy (zero: lowest compared OMol25 entry of this formula, charge and spin) in kJ/mol: 0.0
Charge: +1